{
  "formula": "C30H24CoF5IN2O2",
  "method": "wB97M-V/def2-TZVPD",
  "species": ["Co", "C", "C", "N", "C", "C", "C", "O", "C", "C", "N", "C", "C", "C", "C", "C", "C", "I", "C", "O", "H", "H", "H", "H", "H", "H", "H", "H", "H", "H", "H", "H", "F", "C", "C", "C", "F", "C", "F", "C", "F", "C", "F", "C", "C", "C", "C", "C", "C", "C", "C", "C", "C", "H", "H", "H", "H", "H", "H", "H", "H", "H", "H", "H", "H"],
  "coordinates": [[-1.98272, -1.45408, -1.03152], [1.60684, 2.63137, -2.78326], [0.63180, 3.01296, -1.70161], [0.45661, 4.33867, -1.53334], [-0.36658, 4.69108, -0.53848], [-1.14362, 3.82864, 0.19333], [-2.06897, 4.39129, 1.22752], [-1.78200, 3.94908, 2.56293], [-1.10328, 2.41494, -0.08370], [-2.13933, 1.59229, 0.42438], [-2.42458, 0.34378, 0.09318], [-3.53066, -0.31876, 0.65680], [-4.46727, 0.19731, 1.55654], [-5.49410, -0.63209, 2.00311], [-5.58368, -1.94389, 1.55992], [-4.63479, -2.43846, 0.65603], [-3.59601, -1.64962, 0.18658], [-2.02328, -1.56058, -3.63938], [-0.02245, 2.04681, -0.95688], [0.40517, 0.74544, -1.16021], [1.50889, 3.35293, -3.59457], [1.42783, 1.62567, -3.16002], [2.63905, 2.69932, -2.42470], [-0.43688, 5.75799, -0.33191], [-3.11632, 4.16061, 0.99089], [-1.96688, 5.47756, 1.24628], [-1.57239, 3.00887, 2.49804], [-2.82716, 2.09678, 1.10056], [-4.42184, 1.21823, 1.91992], [-6.22784, -0.24452, 2.70344], [-6.38771, -2.58121, 1.91682], [-4.72426, -3.47072, 0.32439], [1.49451, -1.54551, -2.39543], [0.79442, -2.23403, -1.48895], [0.05082, -1.51888, -0.49807], [-0.80803, -2.30226, 0.35520], [-1.03818, -1.85956, 1.63657], [-0.74244, -3.73694, 0.27742], [-1.45960, -4.45798, 1.15429], [0.00100, -4.34710, -0.66738], [-0.00210, -5.68763, -0.80534], [0.77826, -3.58348, -1.58074], [1.42070, -4.24083, -2.56843], [2.20567, 1.36597, 1.03400], [1.84976, -0.09820, 0.72015], [1.62310, -0.79639, 2.06306], [0.47673, -0.13334, -0.04034], [3.02394, -0.72317, -0.02856], [3.67032, -1.88103, 0.39400], [4.76722, -2.38839, -0.29614], [5.24346, -1.74422, -1.42468], [4.60269, -0.59223, -1.86501], [3.51247, -0.09488, -1.17567], [1.38431, 1.85795, 1.56081], [2.40568, 1.94047, 0.13150], [3.09775, 1.39410, 1.66567], [0.79173, -0.32564, 2.58708], [2.51884, -0.70923, 2.68411], [1.37823, -1.85289, 1.95131], [-0.24960, 0.18426, 0.70434], [3.31386, -2.41665, 1.26233], [5.24038, -3.29913, 0.05241], [6.09330, -2.14248, -1.96632], [4.94112, -0.08889, -2.76301], [2.98813, 0.77056, -1.55130]],
  "forces_ev_per_a": [[-0.022, -0.101, 0.167], [0.002, -0.032, 0.001], [0.019, 0.000, -0.010], [0.007, 0.014, 0.037], [-0.011, -0.014, -0.006], [0.008, -0.004, -0.006], [0.002, 0.001, 0.009], [-0.002, -0.004, 0.003], [0.016, 0.001, -0.002], [-0.059, 0.061, -0.029], [0.041, 0.009, 0.081], [0.026, 0.016, -0.042], [-0.023, 0.003, 0.029], [-0.005, -0.014, -0.006], [0.004, 0.008, -0.001], [0.004, -0.007, -0.006], [0.006, 0.040, -0.024], [-0.039, -0.007, -0.177], [-0.030, -0.035, -0.001], [-0.009, 0.049, -0.002], [-0.017, -0.005, -0.005], [0.020, -0.006, 0.018], [0.015, -0.016, 0.016], [0.010, 0.005, -0.008], [0.000, -0.005, -0.003], [0.000, -0.001, -0.001], [0.004, 0.003, 0.000], [-0.008, -0.002, -0.013], [0.012, 0.000, -0.003], [0.000, 0.001, 0.000], [-0.002, 0.001, 0.000], [-0.001, -0.001, 0.001], [0.043, -0.037, -0.010], [-0.089, -0.056, 0.019], [0.050, -0.001, 0.074], [0.051, 0.032, 0.007], [-0.019, 0.001, 0.003], [0.013, 0.038, -0.071], [-0.007, -0.019, 0.000], [0.047, 0.035, -0.043], [-0.021, -0.001, 0.017], [-0.021, -0.034, -0.010], [0.007, 0.011, 0.007], [-0.032, -0.021, -0.045], [0.022, 0.091, 0.015], [0.053, -0.050, 0.023], [-0.042, -0.054, 0.038], [0.006, 0.106, -0.072], [-0.024, -0.019, -0.032], [-0.029, -0.003, 0.026], [-0.006, 0.013, -0.013], [0.032, -0.016, -0.017], [-0.019, -0.008, 0.020], [-0.007, -0.015, -0.002], [-0.017, 0.026, 0.044], [-0.001, 0.007, 0.008], [0.004, 0.007, 0.020], [0.003, -0.016, -0.006], [-0.011, 0.034, 0.011], [0.002, -0.023, -0.014], [-0.002, -0.001, 0.021], [0.000, 0.001, -0.004], [-0.001, 0.002, -0.002], [0.003, -0.002, 0.001], [0.047, 0.013, -0.028]],
  "lowdin_charge": [0.137, -0.039, -0.297, 0.060, -0.158, -0.179, -0.240, -0.086, -0.090, -0.118, 0.022, -0.315, -0.059, -0.149, -0.154, -0.140, -0.130, -0.027, -0.162, -0.027, 0.068, 0.078, 0.065, 0.093, 0.109, 0.104, 0.062, 0.080, 0.082, 0.077, 0.072, 0.076, 0.097, -0.238, -0.147, -0.295, 0.043, -0.158, 0.094, -0.145, 0.085, -0.166, 0.077, -0.012, -0.393, -0.046, -0.204, -0.157, -0.033, -0.095, -0.111, -0.080, -0.031, 0.095, 0.075, 0.090, 0.092, 0.088, 0.080, 0.120, 0.100, 0.091, 0.088, 0.098, 0.083],
  "total_charge": -2,
  "spin_multiplicity": 4,
  "s2": 3.877
}


{
  "formula": "C30H24F10N7O5Zr",
  "method": "wB97M-V/def2-TZVPD",
  "species": ["Zr", "C", "N", "C", "C", "N", "C", "C", "F", "C", "F", "C", "F", "C", "F", "C", "F", "C", "C", "N", "C", "C", "F", "C", "F", "C", "F", "C", "F", "C", "F", "H", "H", "H", "H", "H", "H", "H", "H", "H", "H", "H", "O", "C", "O", "C", "C", "N", "N", "C", "C", "O", "O", "H", "H", "H", "C", "C", "O", "N", "C", "C", "C", "C", "C", "C", "N", "H", "H", "H", "H", "H", "H", "H", "H", "H", "H"],
  "coordinates": [[0.13447, 0.38291, -0.47950], [-1.92258, -1.72110, 1.33551], [-0.67703, -1.69578, 0.53461], [0.41607, -2.07869, 1.46500], [1.72796, -2.16724, 0.73717], [1.83686, -0.97982, -0.10187], [2.92979, -0.90645, -0.94377], [2.96294, 0.11480, -1.89429], [1.88769, 0.97938, -1.88044], [3.93788, 0.32154, -2.84109], [3.82909, 1.31806, -3.71055], [5.02481, -0.53660, -2.86435], [5.99256, -0.38410, -3.75933], [5.07232, -1.55815, -1.93056], [6.10803, -2.38684, -1.92080], [4.06504, -1.73428, -0.99246], [4.23341, -2.73973, -0.11473], [-0.84114, -2.69298, -0.56194], [-0.06778, -2.38144, -1.83368], [-0.19502, -0.95435, -2.14208], [-0.08172, -0.56568, -3.46885], [0.26670, -1.31804, -4.59687], [0.59283, -2.61844, -4.49889], [0.32048, -0.76085, -5.86682], [0.64506, -1.53667, -6.89458], [0.05294, 0.58054, -6.07983], [0.11072, 1.10026, -7.29988], [-0.26411, 1.36997, -4.98540], [-0.50463, 2.66832, -5.12311], [-0.31958, 0.77862, -3.74532], [-0.56795, 1.55178, -2.64931], [-2.16133, -2.75347, 1.60748], [-1.78744, -1.15270, 2.25059], [-2.75367, -1.30666, 0.77219], [0.46523, -1.30421, 2.23244], [0.16815, -3.02629, 1.95484], [2.52711, -2.23137, 1.48099], [1.77990, -3.09172, 0.15266], [-0.59278, -3.69374, -0.19397], [-1.90193, -2.69923, -0.81217], [0.98148, -2.67620, -1.76570], [-0.52134, -2.99829, -2.61040], [2.27979, 5.77847, 1.79590], [3.12631, 4.84116, 2.20464], [4.06853, 5.07594, 2.91038], [2.86049, 3.44143, 1.75596], [3.63398, 2.35830, 2.12361], [3.07378, 1.26628, 1.57136], [1.98549, 1.56994, 0.86680], [1.85095, 2.87961, 0.95591], [0.70775, 3.41436, 0.17485], [0.38152, 4.58744, 0.21254], [0.10671, 2.49648, -0.51630], [1.55801, 5.42351, 1.22599], [4.52531, 2.32346, 2.72721], [3.38762, 0.30867, 1.60657], [-0.81866, 1.47758, 3.80791], [-1.19016, 1.58319, 2.36013], [-0.64566, 0.82723, 1.52828], [-2.12243, 2.45599, 2.01853], [-2.58151, 2.73725, 0.65478], [-3.21044, 1.57543, -0.07894], [-4.59522, 1.51233, -0.13585], [-5.21783, 0.55736, -0.92189], [-4.41777, -0.29555, -1.65780], [-3.04486, -0.18465, -1.53622], [-2.42723, 0.70314, -0.74462], [0.23239, 1.21039, 3.88811], [-1.41052, 0.68204, 4.26567], [-1.00285, 2.40170, 4.35158], [-2.49504, 3.03493, 2.75405], [-1.76246, 3.13342, 0.06100], [-3.32850, 3.52093, 0.75056], [-5.18197, 2.23463, 0.41524], [-6.29650, 0.50330, -0.97870], [-4.83918, -1.03557, -2.32305], [-2.38926, -0.83313, -2.09847]],
  "forces_ev_per_a": [[0.154, 0.096, 0.431], [-0.009, -0.036, 0.016], [-0.127, -0.039, 0.034], [-0.080, -0.009, -0.013], [0.023, 0.035, -0.052], [0.165, -0.099, -0.074], [0.013, 0.041, 0.014], [-0.036, -0.121, 0.028], [-0.006, 0.066, -0.074], [0.050, 0.005, 0.006], [-0.001, -0.016, 0.020], [-0.042, -0.016, -0.003], [-0.006, 0.001, 0.017], [0.016, 0.028, 0.004], [-0.010, 0.017, -0.009], [-0.064, 0.006, 0.006], [-0.019, 0.023, -0.016], [0.008, 0.016, -0.049], [-0.061, 0.072, -0.045], [0.203, -0.071, 0.008], [0.008, 0.049, -0.105], [-0.002, -0.097, 0.083], [0.008, 0.015, -0.007], [-0.012, 0.042, -0.027], [0.001, 0.021, 0.005], [0.001, -0.045, 0.054], [-0.003, 0.001, 0.012], [0.002, -0.014, -0.015], [0.005, -0.020, -0.012], [-0.008, 0.024, 0.054], [-0.037, -0.049, -0.176], [0.007, 0.005, -0.002], [0.004, 0.019, -0.009], [-0.001, -0.006, -0.006], [-0.019, -0.003, 0.000], [0.015, -0.010, -0.023], [0.004, -0.033, 0.015], [0.008, 0.006, 0.011], [-0.016, 0.004, 0.018], [-0.004, 0.005, 0.018], [-0.019, -0.046, 0.004], [0.034, 0.024, -0.015], [-0.045, -0.039, 0.025], [0.072, -0.013, -0.058], [-0.042, 0.016, 0.005], [-0.033, 0.020, 0.051], [-0.027, 0.015, 0.001], [-0.003, 0.025, 0.093], [0.027, -0.032, -0.207], [0.011, -0.045, -0.022], [-0.011, -0.013, -0.051], [-0.020, -0.013, 0.087], [-0.134, 0.184, -0.044], [0.055, 0.028, -0.027], [0.003, -0.019, 0.003], [-0.025, -0.009, -0.028], [-0.021, 0.001, 0.006], [0.050, 0.036, 0.053], [-0.008, -0.065, -0.011], [-0.002, 0.014, 0.001], [-0.010, -0.017, -0.056], [0.012, 0.037, 0.073], [-0.017, -0.012, -0.018], [0.042, -0.010, -0.007], [-0.039, 0.022, 0.016], [0.012, -0.015, -0.038], [-0.015, -0.001, -0.024], [0.010, 0.009, -0.017], [0.019, -0.010, 0.000], [-0.015, 0.000, 0.004], [0.013, 0.004, 0.003], [-0.028, 0.014, 0.037], [-0.003, -0.004, 0.002], [0.011, 0.008, 0.010], [-0.004, 0.003, 0.007], [0.012, -0.008, -0.003], [0.004, -0.001, 0.009]],
  "lowdin_charge": [1.973, -0.060, -0.276, -0.181, -0.218, -0.151, -0.196, -0.117, -0.005, -0.139, 0.150, -0.138, 0.147, -0.136, 0.149, -0.129, 0.093, -0.154, -0.200, -0.171, -0.182, -0.128, 0.096, -0.137, 0.144, -0.138, 0.144, -0.137, 0.147, -0.144, 0.024, 0.109, 0.081, 0.077, 0.112, 0.138, 0.124, 0.118, 0.140, 0.114, 0.109, 0.127, 0.144, -0.491, 0.130, -0.030, 0.037, 0.061, 0.018, -0.132, -0.517, 0.111, -0.219, 0.073, 0.149, 0.161, 0.047, -0.460, -0.154, 0.144, -0.065, -0.225, 0.002, -0.022, -0.023, -0.127, 0.048, 0.097, 0.103, 0.097, 0.161, 0.103, 0.138, 0.124, 0.123, 0.120, 0.096],
  "total_charge": 1
}


{
  "formula": "C30H24F3IrN3O3S2",
  "method": "wB97M-V/def2-TZVPD",
  "species": ["Ir", "C", "C", "N", "N", "C", "S", "S", "C", "C", "C", "C", "C", "C", "C", "C", "C", "C", "C", "C", "C", "O", "H", "H", "H", "H", "H", "H", "H", "H", "H", "H", "H", "H", "H", "H", "F", "C", "F", "F", "C", "O", "O", "C", "C", "C", "C", "C", "C", "N", "C", "C", "C", "C", "C", "C", "H", "H", "H", "H", "H", "H", "H", "H", "H", "H"],
  "coordinates": [[0.39708, 0.79204, 0.10127], [-1.09250, -3.59206, 0.55301], [-0.86425, -2.15182, 0.91795], [-0.50977, -1.30353, -0.07603], [-0.53153, -1.89677, -1.26438], [-0.17902, -1.17682, -2.32435], [0.27171, 0.42824, -2.35806], [-0.27998, -2.03506, -3.87217], [0.57604, -3.58886, -3.43077], [2.05366, -3.38571, -3.26921], [2.90423, -3.55366, -4.35773], [4.26284, -3.31388, -4.23503], [4.78753, -2.89262, -3.02107], [3.94859, -2.72142, -1.93113], [2.59114, -2.97495, -2.05329], [-1.04619, -1.73554, 2.25758], [-1.83073, -2.56247, 3.13063], [-2.01934, -2.27423, 4.44177], [-1.38329, -1.13750, 5.00830], [-0.62042, -0.32112, 4.24424], [-0.43986, -0.55438, 2.83926], [0.28542, 0.26239, 2.19988], [-0.29023, -3.92397, -0.10250], [-2.01993, -3.71600, -0.00857], [-1.10453, -4.22489, 1.43191], [0.36127, -4.26253, -4.26042], [0.10557, -3.98919, -2.53552], [2.49505, -3.86740, -5.31110], [4.91204, -3.44852, -5.09036], [5.84640, -2.69220, -2.92704], [4.33998, -2.36959, -0.98645], [1.94690, -2.82836, -1.19590], [-2.33903, -3.41994, 2.71653], [-2.65185, -2.90128, 5.05365], [-1.51769, -0.92226, 6.06083], [-0.13087, 0.55234, 4.65186], [5.12033, 0.36975, -1.15838], [4.52851, 1.37673, -0.50392], [5.12476, 1.49093, 0.69892], [4.76214, 2.50158, -1.18283], [3.02065, 1.11366, -0.30208], [2.25206, 2.10777, -0.32336], [2.65899, -0.05509, -0.09568], [0.20491, 5.99290, 1.44922], [0.68573, 4.85089, 2.07295], [0.21289, 3.60250, 1.70812], [-0.76988, 3.48923, 0.72120], [-1.25042, 4.64242, 0.09142], [-0.75805, 5.88262, 0.45327], [-1.18662, 2.21109, 0.31818], [-2.53956, 1.99131, 0.11166], [-2.94854, 0.92688, -0.70661], [-4.29094, 0.65924, -0.89029], [-5.25538, 1.42537, -0.24826], [-4.86299, 2.46478, 0.58682], [-3.52436, 2.75213, 0.76854], [0.58510, 6.96571, 1.73010], [1.44141, 4.92951, 2.84284], [0.58129, 2.71109, 2.19784], [-1.97938, 4.55326, -0.70304], [-1.12013, 6.76749, -0.05289], [-2.19890, 0.33508, -1.20708], [-4.58600, -0.15427, -1.53977], [-6.30537, 1.20951, -0.39076], [-5.60806, 3.04909, 1.11047], [-3.22866, 3.54036, 1.44579]],
  "forces_ev_per_a": [[-0.134, -0.093, -0.090], [-0.027, -0.063, 0.001], [-0.090, 0.107, -0.090], [0.224, -0.104, 0.022], [0.078, 0.026, 0.058], [-0.062, -0.174, -0.096], [-0.102, 0.232, -0.008], [0.044, 0.050, 0.030], [-0.058, -0.029, 0.034], [0.037, -0.011, -0.005], [-0.024, -0.002, -0.005], [0.022, 0.002, -0.004], [0.019, -0.001, -0.010], [0.006, 0.017, 0.027], [-0.019, 0.011, -0.005], [0.015, -0.018, 0.083], [0.013, 0.023, -0.039], [0.009, -0.008, -0.036], [0.000, 0.019, 0.027], [0.002, -0.024, 0.010], [0.029, 0.058, -0.113], [-0.116, 0.021, 0.197], [-0.009, 0.009, 0.016], [-0.003, -0.001, -0.006], [-0.010, -0.018, -0.005], [-0.020, 0.019, -0.012], [0.006, 0.011, 0.001], [-0.005, -0.004, -0.013], [0.009, -0.003, -0.006], [0.017, 0.007, 0.001], [0.006, 0.000, 0.007], [-0.028, 0.006, 0.022], [-0.007, 0.003, -0.009], [-0.007, -0.014, 0.001], [0.005, 0.012, 0.008], [0.015, 0.013, -0.002], [-0.042, 0.064, 0.054], [0.057, -0.007, 0.006], [-0.035, -0.012, -0.072], [-0.022, -0.051, 0.027], [0.059, 0.020, 0.004], [-0.009, -0.003, -0.118], [0.094, -0.080, 0.084], [-0.019, 0.025, -0.016], [0.001, -0.021, -0.002], [-0.038, 0.056, -0.013], [0.073, 0.015, 0.038], [0.000, 0.001, -0.012], [0.018, -0.003, 0.015], [0.004, 0.017, -0.057], [0.046, -0.076, 0.084], [-0.036, 0.008, -0.007], [0.033, -0.015, -0.010], [-0.018, 0.021, 0.012], [-0.013, -0.007, 0.004], [0.006, 0.003, 0.005], [0.008, 0.010, -0.003], [0.004, 0.001, 0.010], [0.005, -0.055, 0.012], [-0.015, -0.019, 0.004], [-0.002, 0.014, -0.001], [0.018, -0.002, -0.029], [-0.004, -0.007, -0.008], [-0.019, -0.004, 0.002], [-0.003, 0.007, 0.001], [0.016, 0.019, -0.001]],
  "lowdin_charge": [1.274, -0.023, -0.204, -0.067, -0.081, -1.105, 0.708, 0.897, -0.412, -0.299, -0.053, -0.082, -0.084, -0.074, -0.046, -0.082, -0.044, -0.079, -0.063, -0.004, -0.326, -0.151, 0.072, 0.102, 0.073, 0.077, 0.064, 0.112, 0.102, 0.103, 0.103, 0.099, 0.104, 0.104, 0.109, 0.118, 0.150, -0.547, 0.149, 0.160, -0.608, -0.077, -0.038, -0.079, -0.066, -0.032, -0.299, -0.026, -0.072, -0.026, -0.272, -0.028, -0.069, -0.079, -0.074, -0.016, 0.103, 0.108, 0.092, 0.122, 0.106, 0.044, 0.108, 0.103, 0.106, 0.117],
  "total_charge": 0,
  "spin_multiplicity": 6,
  "s2": 8.841
}


In order of appearance, strongest force on any atom = 0.004, 0.009, 0.005 hartree/bohr.
In order of appearance, ΔE to the lowest compared entry with this formula, charge and spin = 0.00, 2.88, 0.00 kcal/mol.